Entry 1:
C7H12 in the gas phase in a non-equilibrium geometry, computed with ωB97M-V/def2-TZVPD.

The value obtained for the LUMO energy is 0.9 eV. The energy above the lowest of the compared OMol25 structures with the same formula, charge and spin comes out at 288.95 kJ/mol. For the largest force on an atom, the calculation gives 3.89 eV/Å. The structure (SMILES) is C=C(C)/C(C)=C/C. Its HOMO energy is -8.56 eV. The gap between HOMO and LUMO comes out at 9.4964 eV.

Geometry (Å):
C (-0.13, 1.09, 2.07)
C (-0.34, 0.98, 0.76)
C (-0.86, 2.15, -0.06)
C (-0.07, -0.21, -0.15)
C (-1.00, -1.31, 0.22)
C (1.19, -0.34, -0.63)
C (1.47, -1.45, -1.61)
H (0.03, 0.15, 2.61)
H (0.19, 1.98, 2.61)
H (-0.09, 2.90, -0.31)
H (-1.15, 1.88, -1.07)
H (-1.71, 2.72, 0.29)
H (-1.44, -1.32, 1.21)
H (-1.86, -1.52, -0.45)
H (-0.54, -2.29, 0.12)
H (1.97, 0.08, 0.02)
H (0.43, -1.70, -1.93)
H (2.03, -1.35, -2.53)
H (1.89, -2.44, -1.15)

Entry 2:
CHNOS2 in the gas phase in a non-equilibrium geometry, computed with ωB97M-V/def2-TZVPD.

The value obtained for the LUMO energy is -0.8 eV. The energy above the lowest of the compared OMol25 structures with the same formula, charge and spin comes out at 147.96 kJ/mol. For the largest force on an atom, the calculation gives 5.51 eV/Å. The structure (SMILES) is O=Cn1ss1. Its HOMO energy is -9.27 eV. The gap between HOMO and LUMO comes out at 8.4807 eV.

Geometry (Å):
O (-0.70, -1.52, -0.69)
C (-0.64, -0.30, -0.64)
N (0.24, 0.24, 0.16)
S (1.10, 1.51, 0.97)
S (1.15, -0.42, 1.59)
H (-1.14, 0.48, -1.38)

Entry 3:
A molecular structure, C3H15AlN6O6 in a non-equilibrium geometry, computed with ωB97M-V/def2-TZVPD.

The value obtained for the LUMO energy is -3.0 eV. The energy above the lowest of the compared OMol25 structures with the same formula, charge and spin comes out at 0.00 kJ/mol. For the largest force on an atom, the calculation gives 3.31 eV/Å. Its HOMO energy is -8.33 eV. The gap between HOMO and LUMO comes out at 5.3416 eV.

Geometry (Å):
Al (0.27, 0.55, 0.32)
O (-1.42, 1.75, -1.19)
H (-1.56, 2.69, -1.00)
O (2.34, -1.21, 0.21)
H (3.12, -1.69, -0.09)
O (1.49, 2.65, 1.50)
H (1.57, 2.21, 2.36)
C (-3.13, 1.81, 1.88)
O (-2.19, 1.03, 1.90)
N (-3.80, 2.26, 2.98)
N (-3.70, 2.22, 0.69)
H (-3.36, 1.85, 3.78)
H (-4.42, 3.04, 2.95)
H (-4.39, 2.95, 0.74)
H (-3.09, 2.19, -0.11)
C (-0.53, -3.27, 0.85)
O (-0.35, -2.08, 1.09)
N (-1.10, -3.68, -0.30)
N (-0.02, -4.24, 1.67)
H (-1.02, -4.66, -0.53)
H (-1.11, -3.00, -1.04)
H (0.10, -5.20, 1.40)
H (0.00, -4.06, 2.65)
C (2.90, 0.94, -2.55)
O (1.91, 1.32, -1.93)
N (3.16, 1.34, -3.82)
N (3.72, -0.04, -2.09)
H (3.93, 0.98, -4.35)
H (2.69, 2.14, -4.19)
H (4.52, -0.39, -2.59)
H (3.45, -0.41, -1.18)

Entry 4:
A molecular structure, C60H42N4O5P2RhS2Se in a non-equilibrium geometry, computed with ωB97M-V/def2-TZVPD.

Its charge is +1. The value obtained for the LUMO energy (alpha / beta) is -3.8 / -3.8 eV. The energy above the lowest of the compared OMol25 structures with the same formula, charge and spin comes out at 284.68 kJ/mol. For the largest force on an atom, the calculation gives 1.33 eV/Å. Its HOMO energy (alpha / beta) is -9.80 / -9.90 eV. The gap between HOMO and LUMO (alpha / beta) comes out at 5.9633 / 6.0766 eV.

Geometry (Å):
Rh (0.47, -0.31, -0.58)
O (0.66, 2.50, 0.50)
S (-0.24, 1.37, 0.84)
C (-1.89, 2.01, 0.89)
C (-2.59, 2.09, 2.07)
C (-3.78, 2.84, 2.16)
C (-4.20, 3.53, 1.06)
C (-5.36, 4.48, 0.84)
C (-5.33, 4.82, -0.68)
C (-4.10, 4.11, -1.20)
C (-3.54, 4.02, -2.44)
C (-2.43, 3.16, -2.63)
C (-1.85, 2.41, -1.63)
P (-0.92, 0.90, -2.30)
C (0.12, 2.08, -3.31)
C (0.22, 2.07, -4.70)
C (1.02, 2.99, -5.36)
C (1.77, 3.92, -4.65)
C (1.69, 3.94, -3.26)
C (0.85, 3.06, -2.61)
C (-0.70, -0.48, -3.61)
C (-1.67, -0.49, -4.62)
C (-1.62, -1.40, -5.67)
C (-0.63, -2.37, -5.71)
C (0.31, -2.42, -4.69)
C (0.27, -1.48, -3.66)
C (-2.37, 2.58, -0.31)
C (-3.50, 3.38, -0.15)
C (-0.01, 1.03, 2.56)
C (0.41, 2.16, 3.23)
C (0.48, 2.22, 4.63)
C (0.08, 1.13, 5.34)
C (-0.02, 0.90, 6.83)
C (-0.48, -0.58, 6.98)
C (-0.63, -1.07, 5.56)
C (-1.00, -2.29, 5.06)
C (-0.97, -2.47, 3.66)
C (-0.63, -1.48, 2.75)
P (-0.44, -2.03, 1.01)
C (-1.82, -3.21, 0.81)
C (-3.04, -3.04, 1.46)
C (-4.06, -3.96, 1.29)
C (-3.88, -5.04, 0.44)
C (-2.68, -5.21, -0.23)
C (-1.65, -4.30, -0.05)
C (0.99, -3.20, 0.96)
C (1.11, -4.26, 1.87)
C (2.14, -5.18, 1.78)
C (3.07, -5.08, 0.75)
C (2.95, -4.07, -0.18)
C (1.92, -3.14, -0.08)
C (-0.34, -0.18, 3.25)
C (-0.31, -0.04, 4.65)
H (-2.24, 1.60, 2.96)
H (-4.31, 2.89, 3.10)
H (-6.30, 4.04, 1.15)
H (-5.22, 5.38, 1.45)
H (-6.22, 4.45, -1.18)
H (-5.28, 5.89, -0.85)
H (-3.94, 4.56, -3.29)
H (-2.07, 3.05, -3.65)
H (-0.32, 1.34, -5.29)
H (1.07, 2.98, -6.45)
H (2.41, 4.62, -5.17)
H (2.26, 4.66, -2.69)
H (0.77, 3.11, -1.53)
H (-2.48, 0.22, -4.59)
H (-2.38, -1.37, -6.44)
H (-0.60, -3.09, -6.51)
H (1.07, -3.19, -4.68)
H (1.01, -1.59, -2.88)
H (0.66, 3.03, 2.64)
H (0.81, 3.14, 5.11)
H (0.94, 1.07, 7.32)
H (-0.73, 1.59, 7.28)
H (0.25, -1.18, 7.52)
H (-1.42, -0.66, 7.52)
H (-1.28, -3.11, 5.70)
H (-1.27, -3.43, 3.29)
H (-3.20, -2.17, 2.08)
H (-5.00, -3.81, 1.79)
H (-4.68, -5.75, 0.30)
H (-2.54, -6.05, -0.90)
H (-0.72, -4.43, -0.60)
H (0.39, -4.39, 2.66)
H (2.20, -5.98, 2.50)
H (3.87, -5.80, 0.68)
H (3.66, -3.99, -1.00)
H (1.85, -2.38, -0.85)
Se (8.40, 1.14, -0.18)
N (7.19, 0.61, 1.03)
C (6.05, 0.57, 0.40)
C (4.80, 0.15, 1.03)
C (4.78, -0.23, 2.37)
C (3.59, -0.67, 2.90)
C (2.48, -0.70, 2.08)
N (2.45, -0.29, 0.82)
C (3.62, 0.11, 0.28)
C (3.63, 0.49, -1.14)
N (2.46, 0.41, -1.82)
C (2.50, 0.70, -3.12)
C (3.64, 1.11, -3.80)
C (4.81, 1.22, -3.10)
C (4.81, 0.88, -1.75)
C (6.06, 0.93, -0.98)
N (7.21, 1.27, -1.49)
H (5.69, -0.19, 2.95)
H (3.51, -1.01, 3.93)
H (1.57, -1.10, 2.48)
H (1.60, 0.59, -3.67)
H (3.57, 1.34, -4.85)
H (5.74, 1.53, -3.57)
O (-2.70, -0.55, 0.15)
S (-2.65, -1.08, -1.20)
O (-3.80, -1.80, -1.65)
O (-1.35, -1.78, -1.46)
O (-2.52, 0.21, -2.12)

Entry 5:
9 unconnected molecules or ions with the total composition C19H55O9S8 in a non-equilibrium geometry, computed with ωB97M-V/def2-TZVPD.

Its charge is -1. The value obtained for the LUMO energy is 1.8 eV. The energy above the lowest of the compared OMol25 structures with the same formula, charge and spin comes out at 667.26 kJ/mol. For the largest force on an atom, the calculation gives 3.77 eV/Å. Its HOMO energy is -2.29 eV. The gap between HOMO and LUMO comes out at 4.0490 eV.

Geometry (Å):
C (-0.70, -25.51, -13.39)
C (-1.24, -24.07, -13.70)
C (-0.42, -23.08, -12.94)
O (-1.35, -23.79, -15.05)
H (-0.92, -25.89, -12.39)
H (0.38, -25.49, -13.54)
H (-1.14, -26.20, -14.12)
H (-2.25, -24.14, -13.29)
H (0.59, -23.08, -13.35)
H (-0.36, -23.42, -11.91)
H (-0.80, -22.09, -13.16)
C (3.58, -22.15, -7.91)
S (5.22, -22.53, -6.98)
O (6.30, -21.85, -7.84)
C (4.89, -21.35, -5.67)
H (3.63, -22.58, -8.91)
H (3.32, -21.09, -7.93)
H (2.83, -22.78, -7.44)
H (4.41, -21.90, -4.86)
H (4.02, -20.76, -5.97)
H (5.72, -20.73, -5.32)
C (6.82, -23.45, -13.47)
S (7.62, -25.12, -13.86)
O (9.16, -25.06, -13.74)
C (7.24, -26.06, -12.33)
H (5.82, -23.50, -13.03)
H (6.40, -22.95, -14.35)
H (7.41, -22.80, -12.83)
H (7.34, -27.11, -12.62)
H (6.21, -25.82, -12.08)
H (7.72, -25.81, -11.38)
C (-5.75, -29.42, -13.70)
S (-6.11, -31.06, -13.02)
O (-5.87, -32.09, -14.10)
C (-4.61, -31.15, -11.87)
H (-5.91, -28.64, -12.95)
H (-6.41, -29.22, -14.54)
H (-4.75, -29.50, -14.12)
H (-3.71, -31.08, -12.49)
H (-4.54, -32.06, -11.28)
H (-4.77, -30.33, -11.16)
C (2.38, -30.41, -17.07)
S (3.91, -30.55, -15.95)
O (4.71, -29.22, -16.05)
C (4.89, -31.90, -16.64)
H (2.04, -29.39, -16.95)
H (1.67, -31.09, -16.61)
H (2.60, -30.66, -18.11)
H (5.58, -32.38, -15.95)
H (5.55, -31.35, -17.31)
H (4.40, -32.57, -17.35)
C (-3.61, -27.25, -19.54)
S (-2.70, -26.79, -21.12)
O (-1.85, -25.52, -20.94)
C (-4.02, -26.73, -22.34)
H (-4.22, -28.15, -19.66)
H (-4.28, -26.39, -19.43)
H (-2.89, -27.23, -18.73)
H (-4.24, -25.66, -22.46)
H (-4.92, -27.23, -21.98)
H (-3.89, -27.05, -23.38)
C (-2.15, -15.18, -14.57)
S (-1.47, -16.88, -14.32)
O (-1.03, -17.45, -15.68)
C (0.09, -16.32, -13.60)
H (-1.48, -14.52, -15.11)
H (-2.39, -14.64, -13.65)
H (-3.07, -15.25, -15.15)
H (-0.06, -16.05, -12.55)
H (0.58, -15.70, -14.35)
H (0.74, -17.19, -13.52)
C (-6.41, -21.16, -16.12)
S (-7.11, -22.08, -17.56)
O (-5.86, -22.49, -18.37)
C (-7.97, -23.67, -16.88)
H (-7.28, -21.02, -15.48)
H (-6.03, -20.15, -16.28)
H (-5.68, -21.78, -15.59)
H (-8.41, -24.10, -17.78)
H (-8.86, -23.43, -16.30)
H (-7.27, -24.34, -16.37)
C (-0.23, -29.76, -8.05)
S (0.16, -27.99, -8.08)
O (0.36, -27.57, -6.62)
C (1.95, -28.06, -8.67)
H (-1.20, -30.02, -7.62)
H (0.48, -30.17, -7.34)
H (0.03, -30.26, -8.98)
H (2.45, -27.10, -8.69)
H (2.05, -28.52, -9.65)
H (2.52, -28.68, -7.98)